Density functional theory data (ωB97M-V/def2-TZVPD) for a cluster of 7 separate species, C22H41FO22S in total in a non-equilibrium geometry.

Cartesian coordinates (Å):
O: -1.77689 -2.68659 5.08626
C: -2.23783 -1.60910 5.27423
O: -2.53366 -1.10021 6.48439
C: -3.30527 0.10081 6.35321
C: -2.93880 0.69919 4.98746
C: -2.50685 -0.53707 4.20030
S: -3.77273 -1.07046 3.07905
O: -4.52393 -2.11931 3.66857
O: -4.44928 0.05887 2.54200
F: -2.94581 -1.67134 1.89579
H: -4.36071 -0.16769 6.40521
H: -3.08890 0.76395 7.18267
H: -2.06071 1.33417 5.09447
H: -3.76931 1.27850 4.60296
H: -1.56123 -0.42887 3.67121
C: 4.27976 -0.87360 6.97238
O: 2.97134 -1.00017 7.53779
C: 2.35752 -2.14945 7.24197
O: 2.81417 -3.02922 6.55971
O: 1.16418 -2.14838 7.82685
C: 0.37968 -3.32601 7.57970
H: 4.64326 0.09657 7.29684
H: 4.93229 -1.66459 7.33709
H: 4.23361 -0.91847 5.88583
H: 0.89239 -4.21004 7.95387
H: 0.17745 -3.43612 6.51801
H: -0.55028 -3.16946 8.11691
C: -1.41462 -2.89209 -0.42190
O: -0.71126 -1.78499 -0.99651
C: 0.60792 -1.96165 -1.10066
O: 1.21060 -2.94798 -0.76715
O: 1.13437 -0.86258 -1.63351
C: 2.55670 -0.91556 -1.81217
H: -2.45811 -2.59307 -0.41166
H: -1.29116 -3.78829 -1.02676
H: -1.06534 -3.08717 0.59016
H: 2.82717 -1.72536 -2.48558
H: 3.05348 -1.05034 -0.85310
H: 2.83228 0.03473 -2.25709
C: 6.34461 -1.78002 -5.01440
O: 5.64799 -1.47922 -6.22998
C: 4.44248 -0.93954 -6.05469
O: 3.92435 -0.70172 -4.99432
O: 3.90812 -0.71364 -7.25200
C: 2.59073 -0.14589 -7.22083
H: 7.29400 -2.20566 -5.32315
H: 6.50577 -0.87373 -4.43408
H: 5.78185 -2.49724 -4.41998
H: 2.60488 0.81741 -6.71555
H: 1.90101 -0.81606 -6.71201
H: 2.30572 -0.02745 -8.26136
C: -1.83657 5.82112 1.08337
O: -1.70323 4.43656 1.42737
C: -2.19547 3.59594 0.51479
O: -2.71616 3.91217 -0.52220
O: -2.02167 2.35162 0.95500
C: -2.50660 1.34278 0.05771
H: -1.39554 6.36874 1.91026
H: -1.30626 6.03691 0.15805
H: -2.88575 6.08742 0.96897
H: -1.98876 1.40417 -0.89711
H: -3.57953 1.44021 -0.09232
H: -2.28329 0.39297 0.53123
C: -6.94854 6.42223 6.70656
O: -6.42397 6.30837 5.37857
C: -6.00114 5.08887 5.05744
O: -6.02443 4.12209 5.77662
O: -5.54089 5.11594 3.80736
C: -5.08571 3.84625 3.33358
H: -7.24638 7.46054 6.81124
H: -7.80677 5.76570 6.83484
H: -6.18608 6.16953 7.44076
H: -5.89620 3.12072 3.30701
H: -4.26879 3.47690 3.95060
H: -4.71722 4.01917 2.32594
C: 4.87463 -3.13038 -9.22422
O: 5.42283 -3.39522 -10.52411
C: 4.64000 -3.02014 -11.53059
O: 3.55778 -2.50033 -11.43125
O: 5.25488 -3.31620 -12.67650
C: 4.51585 -2.96172 -13.84941
H: 5.61919 -3.47993 -8.51600
H: 4.70417 -2.06623 -9.08796
H: 3.94128 -3.67515 -9.09260
H: 4.33374 -1.88906 -13.87720
H: 3.56447 -3.48962 -13.87631
H: 5.13913 -3.26174 -14.68597

Cartesian forces (eV/Å) of the 2 atoms listed first:
0.120 -0.169 -0.004
-0.084 0.319 0.100

Output
multiplicity	1
total energy	-3016.26451	Eh
SMILES	O=C1OCC[C@@H]1S(=O)(=O)F.COC(=O)OC.COC(=O)OC.COC(=O)OC.COC(=O)OC.COC(=O)OC.COC(=O)OC
orbital gap	0.40675	Ha
E_HOMO	-0.397	Ha

Löwdin population analysis, charges in e, atoms 1 to 6: 0.16, -0.48, 0.05, -0.12, -0.11, -0.22